(1)
{
  "formula": "C3H4N2O",
  "method": "wB97M-V/def2-TZVPD",
  "species": ["C", "C", "C", "N", "N", "O", "H", "H", "H", "H"],
  "positions_angstrom": [[2.090315, -1.368830, -0.482514], [-2.786240, 0.071626, -0.058068], [1.149829, 0.770436, 0.275341], [1.664816, -0.392035, 0.008674], [-1.633737, 0.434790, -0.012859], [-3.906790, -0.089250, -0.195160], [2.191667, -2.389095, -0.699031], [0.380249, 0.993709, -0.468717], [1.733384, 1.434833, 0.881992], [-0.883497, 0.533816, 0.750338]],
  "forces_ev_per_angstrom": [[-0.002, 1.007, 0.026], [2.860, 1.649, 0.860], [-0.383, -0.102, -0.264], [0.588, -0.828, -0.683], [0.814, -0.313, 1.141], [-2.682, -1.047, -0.475], [-0.048, -0.847, 0.314], [0.691, 0.724, 0.500], [-0.127, 0.278, 0.086], [-1.710, -0.522, -1.503]],
  "orbital_gap_ha": 0.31349,
  "relative_energy_ev": 4.020,
  "mol_weight_g_mol": 84.1
}

=====

(2)
{
  "formula": "C2H2BiFO",
  "method": "wB97M-V/def2-TZVPD",
  "species": ["F", "O", "Bi", "C", "C", "H", "H"],
  "positions_angstrom": [[2.537083, -0.416683, 0.920953], [1.031902, 0.572673, 0.474479], [1.464295, -1.519343, -0.324267], [-0.537542, -0.524836, -0.279538], [-1.306058, 0.519939, -0.076201], [-2.111702, 0.906990, 0.541235], [-1.077979, 0.461262, -1.256661]],
  "forces_ev_per_angstrom": [[1.686, -0.261, 1.099], [-1.440, -1.282, -1.341], [1.531, 0.021, -0.185], [-3.472, 4.242, 1.024], [2.338, -4.024, -0.016], [-0.183, 0.796, -0.394], [-0.461, 0.507, -0.187]],
  "orbital_gap_ha": [0.30763, 0.28983],
  "relative_energy_ev": 5.894,
  "mol_weight_g_mol": 270.0,
  "total_charge": 2
}

=====

(3)
{
  "formula": "C4H4OS",
  "method": "wB97M-V/def2-TZVPD",
  "species": ["C", "C", "C", "C", "H", "H", "H", "H", "O", "S"],
  "positions_angstrom": [[0.533793, -0.887611, 0.947806], [-0.746605, -0.554153, 1.193149], [-0.964861, 1.106106, -0.507452], [0.187166, 0.849094, -0.971700], [1.020521, -1.483066, 1.682572], [-1.240442, -0.693948, 2.160891], [-1.592474, 1.803257, -0.892524], [0.559599, 1.429026, -1.877124], [-1.669466, 0.350408, 0.471658], [1.284473, -0.433697, -0.551119]],
  "forces_ev_per_angstrom": [[-2.698, 0.711, -0.389], [-1.085, 1.684, 0.570], [-2.722, -2.179, 2.785], [3.683, 0.396, -3.162], [0.526, -0.297, 0.234], [0.407, -0.456, -0.415], [-1.594, 2.195, -0.981], [-0.538, -0.604, 1.487], [3.204, -1.121, -0.046], [0.816, -0.329, -0.082]],
  "orbital_gap_ha": 0.31620,
  "relative_energy_ev": 1.976,
  "mol_weight_g_mol": 100.1,
  "smiles": "C1=CSC=CO1"
}

=====

(4)
{
  "formula": "C3H9PS",
  "method": "wB97M-V/def2-TZVPD",
  "species": ["C", "C", "C", "P", "S", "H", "H", "H", "H", "H", "H", "H", "H", "H"],
  "positions_angstrom": [[-1.006117, 1.411198, 0.680309], [0.282069, -1.064789, -2.216234], [-0.158588, 0.228542, 0.086163], [0.608860, -1.043030, 2.291537], [-0.977522, -0.865435, -0.955510], [-2.139720, 1.412202, 0.617252], [-0.650024, 2.342497, 0.326629], [-0.769965, 1.299893, 1.700932], [0.155570, -0.179102, -2.829677], [0.074905, -1.930712, -2.824451], [1.183940, -1.321427, -1.609576], [0.889597, 0.614584, -0.074804], [0.637733, 0.171322, 2.903395], [1.869262, -1.075743, 1.904035]],
  "forces_ev_per_angstrom": [[-0.939, -1.925, -0.166], [0.057, -0.627, 0.823], [0.623, 0.918, 2.519], [-3.484, -0.382, -1.792], [-0.488, -0.197, -0.091], [1.439, -0.531, -0.372], [0.403, 0.971, -0.503], [-0.026, 0.699, 1.369], [1.184, 0.078, -0.050], [-0.281, -0.322, -0.138], [-0.158, 0.885, -1.132], [-1.265, -0.936, -0.451], [0.396, 1.176, 0.610], [2.540, 0.192, -0.627]],
  "orbital_gap_ha": [0.27202, 0.27200],
  "relative_energy_ev": 3.428,
  "mol_weight_g_mol": 108.1
}

=====

(5)
{
  "formula": "C2H2FN",
  "method": "wB97M-V/def2-TZVPD",
  "species": ["C", "C", "N", "F", "H", "H"],
  "positions_angstrom": [[0.784552, -0.860691, -0.441572], [-0.534022, 0.205988, 0.503991], [-0.152368, -1.166557, 0.347535], [-1.493368, 0.728988, -0.291116], [1.157444, 0.029305, -0.912532], [0.237765, 1.062966, 0.793696]],
  "forces_ev_per_angstrom": [[-0.922, -0.557, -0.209], [2.121, 2.663, -0.366], [-0.197, -0.126, 0.473], [0.350, -0.803, 0.334], [0.433, 0.818, 0.097], [-1.784, -1.995, -0.329]],
  "orbital_gap_ha": [0.32503, 0.30951],
  "relative_energy_ev": 4.154,
  "mol_weight_g_mol": 59.0
}

=====

(6)
{
  "formula": "C16H45N2NbO4P",
  "method": "wB97M-V/def2-TZVPD",
  "species": ["C", "C", "C", "O", "C", "Nb", "C", "C", "C", "P", "C", "O", "H", "H", "H", "H", "H", "H", "H", "H", "H", "H", "H", "H", "H", "H", "H", "H", "H", "H", "H", "H", "H", "H", "H", "C", "C", "C", "O", "C", "N", "H", "H", "H", "H", "H", "H", "H", "H", "H", "H", "H", "C", "C", "C", "O", "C", "N", "H", "H", "H", "H", "H", "H", "H", "H", "H", "H", "H"],
  "positions_angstrom": [[4.039044, -1.701798, 2.779113], [4.176978, -1.971070, 1.272653], [3.173619, -1.218773, 0.381771], [2.445562, -2.100394, -0.445379], [1.032049, -1.960521, -0.309440], [-0.198712, -2.583382, 1.479856], [-1.897054, -1.361409, 0.616296], [-2.521959, -0.248852, 1.498132], [-3.838075, -0.666179, 2.178614], [-0.528017, -5.114568, 1.143985], [0.914497, -5.882434, 0.312192], [-0.556961, -6.002635, 2.562562], [3.834213, -2.615080, 3.340973], [4.940249, -1.252579, 3.207651], [3.203114, -1.031411, 2.992820], [4.015141, -3.030163, 1.060502], [5.197897, -1.738889, 0.952757], [3.722144, -0.525670, -0.275174], [2.491013, -0.622927, 0.995872], [0.600362, -2.656378, -1.063851], [0.735155, -0.949409, -0.637200], [1.451739, -3.100624, 2.129713], [-0.809870, -2.755838, 3.244516], [0.519735, -1.184977, 2.343533], [-2.681549, -2.081872, 0.329187], [-1.538416, -0.923385, -0.325175], [-2.696579, 0.653831, 0.897256], [-1.818747, 0.054880, 2.277585], [-4.283377, -1.531503, 1.680532], [-3.677593, -0.939167, 3.224777], [-4.583345, 0.135725, 2.163118], [0.705909, -6.934342, 0.100347], [1.079930, -5.355861, -0.634100], [1.817609, -5.797330, 0.918370], [-0.244969, -5.453281, 3.288417], [-7.697949, 4.696868, 0.209480], [-8.319340, 3.532752, 0.973143], [-7.294415, 2.602704, 1.631788], [-6.617090, 1.747201, 0.737623], [-5.483035, 2.297544, 0.093938], [-9.245849, 2.824793, 0.088292], [-7.298409, 4.360677, -0.748168], [-8.455468, 5.452389, 0.003284], [-6.887104, 5.158461, 0.775478], [-8.915503, 3.947293, 1.794551], [-7.825844, 1.941067, 2.320876], [-6.572022, 3.187529, 2.217999], [-4.959397, 2.998091, 0.753385], [-5.749126, 2.814764, -0.831817], [-4.812268, 1.471810, -0.138420], [-9.764979, 2.132209, 0.617813], [-8.698629, 2.292089, -0.582168], [6.188178, 2.357029, -4.715399], [6.759192, 1.067385, -4.135685], [5.939619, 0.480969, -2.982295], [6.076345, 1.164797, -1.752428], [5.264807, 2.308584, -1.594840], [8.164323, 1.285471, -3.784281], [6.402027, 3.203722, -4.061616], [6.646746, 2.564227, -5.681859], [5.107102, 2.290061, -4.847527], [6.741512, 0.307620, -4.925353], [6.297753, -0.532853, -2.787476], [4.879942, 0.403766, -3.259399], [4.302149, 2.185994, -2.102901], [5.742905, 3.217513, -1.972488], [5.076017, 2.431992, -0.529011], [8.592455, 0.402298, -3.526489], [8.194618, 1.851448, -2.940811]],
  "forces_ev_per_angstrom": [[-0.030, 0.047, 0.244], [-0.047, -0.109, -0.033], [0.275, 0.207, -0.055], [-0.032, -0.118, -0.061], [0.321, 0.328, 0.483], [-0.760, -0.510, -0.630], [0.206, 0.362, 0.028], [-0.028, -0.005, -0.039], [-0.005, 0.041, 0.071], [0.104, 0.168, 0.417], [0.123, 0.100, -0.162], [-0.102, -0.077, 0.115], [0.006, 0.027, -0.087], [-0.007, 0.000, -0.081], [0.036, -0.062, -0.059], [0.016, 0.053, 0.064], [-0.051, -0.020, -0.025], [-0.069, 0.033, 0.030], [-0.021, -0.137, 0.004], [-0.122, -0.004, 0.152], [-0.027, -0.098, -0.077], [-0.172, 0.256, -0.161], [0.457, 0.076, -0.104], [-0.070, -0.473, 0.042], [0.065, 0.023, -0.009], [-0.073, -0.048, 0.014], [-0.054, -0.078, -0.003], [-0.031, 0.056, -0.067], [-0.006, 0.071, 0.001], [0.008, -0.077, -0.077], [0.046, -0.024, 0.023], [0.013, 0.049, -0.027], [0.032, -0.073, 0.046], [-0.046, 0.005, -0.019], [0.052, 0.079, -0.005], [-0.010, -0.029, -0.005], [-0.047, 0.025, 0.011], [0.023, -0.021, 0.010], [-0.057, 0.045, -0.057], [0.032, -0.068, 0.084], [-0.002, -0.047, 0.016], [0.015, 0.019, 0.011], [0.001, -0.008, -0.031], [-0.004, 0.006, 0.002], [0.039, 0.017, 0.001], [0.015, -0.016, -0.005], [-0.011, 0.002, 0.001], [0.015, -0.012, -0.017], [0.019, 0.014, 0.004], [0.003, 0.009, -0.015], [-0.012, 0.016, 0.008], [0.000, 0.016, -0.006], [0.018, -0.011, 0.022], [0.026, -0.004, -0.050], [-0.022, -0.108, 0.057], [0.083, 0.081, -0.071], [-0.148, -0.008, 0.055], [0.008, -0.032, 0.034], [-0.024, 0.001, -0.010], [0.014, 0.023, 0.012], [0.001, -0.001, -0.007], [-0.036, 0.016, 0.003], [0.003, 0.011, 0.027], [0.005, 0.037, -0.003], [0.008, -0.012, 0.015], [0.021, -0.024, -0.016], [0.019, -0.006, 0.001], [0.002, -0.004, -0.022], [-0.002, 0.008, -0.011]],
  "orbital_gap_ha": 0.24535,
  "mol_weight_g_mol": 453.4,
  "total_charge": -1
}